P | {
  "formula": "C5H13NO",
  "method": "ωB97M-V/def2-TZVPD",
  "homo_ev": [0.88, -2.92],
  "multiplicity": 2,
  "total_charge": -1,
  "s_squared": 0.7535,
  "elements": ["C", "C", "C", "C", "C", "N", "H", "H", "H", "H", "H", "H", "H", "H", "H", "H", "H", "H", "H", "O"],
  "coordinates": [[1.221, -1.424, 0.992], [0.062, -1.269, 0.025], [-0.413, 0.191, -0.121], [0.688, 1.213, -0.564], [1.107, 1.101, -2.857], [1.469, 0.739, -1.648], [1.724, -2.391, 0.969], [1.749, -0.466, 1.018], [0.815, -1.242, 2.016], [0.195, -1.793, -0.934], [-0.768, -1.918, 0.351], [-1.300, 0.195, -0.765], [-0.703, 0.605, 0.863], [1.349, 1.300, 0.311], [0.162, 2.189, -0.634], [1.345, 0.647, -3.815], [0.605, 2.123, -3.029], [-3.101, -0.695, 2.393], [-3.456, 0.774, 2.670], [-2.750, 0.121, 2.760]],
  "lowdin_spin": [0.00, 0.00, 0.02, 0.04, 0.40, 0.33, 0.00, 0.00, 0.00, 0.00, 0.00, 0.01, 0.01, 0.01, 0.01, 0.07, 0.06, 0.00, 0.00, 0.02]
}

=====

Q | {
  "formula": "C5H13NO",
  "method": "ωB97M-V/def2-TZVPD",
  "homo_ev": [1.17, -4.32],
  "multiplicity": 2,
  "total_charge": -1,
  "s_squared": 0.7507,
  "elements": ["C", "C", "C", "C", "N", "C", "H", "H", "H", "H", "H", "H", "H", "H", "H", "H", "H", "H", "H", "O"],
  "coordinates": [[-1.594, 0.050, 1.963], [-0.564, -1.066, 1.689], [0.317, -0.817, 0.510], [-0.202, -0.649, -0.722], [0.446, -0.068, -1.814], [1.880, -0.072, -1.780], [-2.505, -0.097, 1.375], [-1.911, 0.036, 3.003], [-1.176, 1.012, 1.702], [-1.116, -2.016, 1.628], [0.051, -1.163, 2.580], [1.376, -1.078, 0.601], [-1.280, -0.770, -0.749], [0.179, -0.442, -2.714], [2.302, 0.497, -2.598], [2.294, -1.084, -1.859], [2.300, 0.299, -0.852], [-0.773, 2.789, -0.145], [0.059, 1.844, -1.003], [-0.081, 2.795, -0.817]],
  "lowdin_spin": [0.05, 0.04, 0.07, 0.25, 0.05, 0.15, 0.02, 0.01, 0.01, 0.03, 0.00, 0.00, 0.08, 0.11, 0.03, 0.05, 0.00, 0.01, 0.00, 0.03]
}

=====

Quick one: most stable of them? Q